Entry 1:
{"formula": "C3H9NS", "method": "ωB97M-V with the def2-TZVPD basis set", "energy_ha": -572.5073, "spin_multiplicity": 2, "lumo_energy_ha": [0.124, 0.123], "charge": -1, "e_above_lowest_kj_mol": 321.3, "orbital_gap_ev": [3.304, 4.703], "elements": ["C", "N", "H", "H", "H", "H", "C", "C", "S", "H", "H", "H", "H", "H"], "positions_angstrom": [[3.4819, 0.4786, 0.3527], [3.3913, -0.8381, 0.1236], [2.7726, 1.2243, -0.0365], [4.3523, 0.7757, 0.9796], [0.1125, -0.1307, 0.1665], [3.6245, -1.1928, -0.8094], [-2.3417, -0.7596, -0.3857], [-2.2018, 0.6546, 0.0963], [-0.4310, 1.0022, 0.7068], [-3.0305, -1.3136, 0.2576], [-1.5474, -1.4297, -0.6914], [-2.9924, -0.7389, -1.2881], [-2.7257, 0.7603, 1.0454], [-2.4648, 1.5075, -0.5173]], "forces_ev_per_angstrom": [[0.603, -0.010, 0.178], [0.258, -1.184, -0.225], [0.304, 0.284, -0.042], [-0.730, 0.665, 0.086], [0.029, 0.664, 0.295], [-0.643, 0.241, -0.025], [-2.808, -0.570, -1.709], [2.258, 0.464, 2.049], [-0.381, -0.714, -0.675], [0.509, -0.121, 0.463], [0.748, 0.545, 0.419], [0.401, 0.104, 0.036], [-0.397, 0.054, -0.230], [-0.150, -0.423, -0.620]], "lowdin_charge": [-0.456, -0.263, -0.053, -0.040, -0.146, -0.103, -0.209, -0.580, 0.585, 0.063, 0.059, 0.067, 0.034, 0.042]}

=====

Entry 2:
{"formula": "C34H30F3O11P", "method": "ωB97M-V with the def2-TZVPD basis set", "energy_ha": -2781.8303, "spin_multiplicity": 1, "lumo_energy_ha": -0.064, "charge": 0, "smiles": "C[PH3]C[C@@H](O)C(F)(F)F.O=C1C=CC(=O)C=C1.O=C1C=CC(=O)C=C1.O=C1C=CC(=O)C=C1.O=C1C=CC(=O)C=C1.O=C1C=CC(=O)C=C1", "orbital_gap_ev": 7.051, "elements": ["C", "P", "C", "C", "O", "C", "F", "F", "F", "H", "H", "H", "H", "H", "H", "H", "H", "H", "H", "O", "C", "C", "C", "C", "O", "C", "C", "H", "H", "H", "H", "O", "C", "C", "C", "C", "O", "C", "C", "H", "H", "H", "H", "O", "C", "C", "C", "C", "O", "C", "C", "H", "H", "H", "H", "O", "C", "C", "C", "C", "O", "C", "C", "H", "H", "H", "H", "O", "C", "C", "C", "C", "O", "C", "C", "H", "H", "H", "H"], "positions_angstrom": [[-3.0971, -1.0322, -10.9328], [-2.1104, 0.0304, -9.6400], [-0.9542, 1.0262, -8.4432], [0.3799, 0.0980, -8.2274], [1.5821, 0.9467, -8.4493], [0.4193, -0.7120, -6.7842], [-0.2660, -2.0475, -6.8617], [-0.1880, 0.0844, -5.6629], [1.8767, -0.8476, -6.4098], [-2.3179, -1.8402, -11.3372], [-4.0012, -1.5570, -10.4067], [-3.4356, -0.3988, -11.8721], [-1.7656, -1.1675, -8.8798], [-1.1944, 0.4232, -10.7079], [-3.2834, 0.7657, -9.2417], [-0.6075, 2.0543, -8.8878], [-1.5847, 1.2270, -7.4782], [0.3649, -0.7447, -9.0703], [1.9818, 0.6016, -9.3198], [-2.1420, 1.6869, -1.5569], [-0.9676, 1.4139, -1.3496], [-0.1771, 0.6368, -2.3245], [1.1052, 0.3373, -2.0961], [1.7868, 0.7717, -0.8606], [2.9611, 0.4987, -0.6533], [0.9963, 1.5488, 0.1143], [-0.2861, 1.8483, -0.1140], [-0.6911, 0.3261, -3.2262], [1.6991, -0.2324, -2.8004], [1.5102, 1.8595, 1.0161], [-0.8800, 2.4180, 0.5902], [-0.1976, 0.2186, 6.5255], [-0.5941, 0.9735, 5.6482], [0.1421, 2.2067, 5.3071], [-0.2930, 3.0319, 4.3500], [-1.5271, 2.7453, 3.5919], [-1.9235, 3.5002, 2.7147], [-2.2633, 1.5121, 3.9331], [-1.8281, 0.6869, 4.8901], [1.0459, 2.4026, 5.8716], [0.2346, 3.9409, 4.0878], [-3.1670, 1.3163, 3.3685], [-2.3557, -0.2221, 5.1523], [-0.2447, -5.1188, 5.3879], [0.7223, -4.4005, 5.6012], [2.0810, -4.7996, 5.1843], [3.1372, -4.0151, 5.4198], [2.9907, -2.7157, 6.1052], [3.9577, -1.9974, 6.3185], [1.6320, -2.3166, 6.5221], [0.5758, -3.1011, 6.2866], [2.1719, -5.7552, 4.6820], [4.1406, -4.2931, 5.1212], [1.5411, -1.3610, 7.0244], [-0.4276, -2.8231, 6.5852], [-6.2095, -0.2734, 2.3346], [-5.9167, -0.5908, 1.1901], [-5.0404, 0.2580, 0.3590], [-4.7229, -0.0885, -0.8921], [-5.2331, -1.3353, -1.4964], [-4.9404, -1.6527, -2.6409], [-6.1095, -2.1841, -0.6653], [-6.4270, -1.8376, 0.5858], [-4.6736, 1.1689, 0.8168], [-4.0820, 0.5230, -1.5154], [-6.4763, -3.0950, -1.1231], [-7.0679, -2.4491, 1.2091], [8.5225, 1.5134, 4.6974], [7.3093, 1.6573, 4.7604], [6.6383, 2.8029, 4.1149], [5.3130, 2.9605, 4.1861], [4.4631, 1.9956, 4.9116], [3.2499, 2.1395, 4.9746], [5.1341, 0.8500, 5.5571], [6.4594, 0.6924, 5.4859], [7.2754, 3.5015, 3.5859], [4.8052, 3.7954, 3.7189], [4.4970, 0.1514, 6.0861], [6.9673, -0.1425, 5.9531]], "forces_ev_per_angstrom": [[0.074, -0.699, -0.852], [0.352, -0.621, -0.668], [0.447, 0.346, 1.271], [-0.562, 0.331, -0.894], [-0.925, -2.369, -1.279], [1.223, 0.464, 1.265], [2.462, 4.502, 0.601], [1.799, -2.955, -3.452], [-4.971, -0.270, -0.842], [-1.763, 1.536, 0.863], [1.569, 0.867, -1.167], [0.494, -1.218, 1.971], [-0.434, 0.554, -0.445], [-0.388, -0.201, 0.264], [0.417, -0.110, -0.121], [-0.592, -2.010, 0.861], [1.499, -0.403, -1.483], [0.076, 1.481, 1.981], [-0.772, 0.776, 2.158], [0.649, -0.134, 0.151], [-0.621, 0.137, -0.170], [0.327, -0.196, -0.150], [-0.381, -0.021, -0.263], [0.893, -0.220, 0.119], [-0.768, 0.185, -0.106], [-0.422, 0.190, 0.123], [0.320, 0.045, 0.316], [0.012, 0.019, 0.038], [0.003, 0.022, 0.012], [0.018, -0.016, -0.020], [-0.037, 0.036, -0.021], [-0.276, 0.397, -0.483], [0.254, -0.384, 0.501], [0.086, 0.418, -0.118], [0.240, -0.152, 0.300], [-0.163, 0.528, -0.477], [0.228, -0.477, 0.415], [-0.067, -0.416, 0.235], [-0.308, 0.070, -0.326], [-0.051, -0.067, -0.085], [-0.020, -0.020, -0.002], [-0.004, 0.017, 0.018], [0.009, 0.013, 0.004], [0.655, 0.451, 0.118], [-0.781, -0.471, -0.115], [0.505, 0.080, -0.037], [-0.139, -0.396, -0.181], [0.427, 0.380, 0.138], [-0.467, -0.442, -0.111], [-0.349, -0.032, 0.090], [0.197, 0.352, 0.142], [-0.034, 0.027, 0.019], [-0.010, 0.029, 0.012], [-0.019, -0.037, -0.062], [0.035, 0.012, -0.010], [0.195, -0.211, -0.627], [-0.146, 0.291, 0.737], [0.188, 0.003, -0.359], [0.047, 0.322, 0.254], [0.220, -0.191, -0.812], [-0.205, 0.178, 0.746], [-0.247, -0.120, 0.417], [-0.045, -0.316, -0.374], [-0.014, 0.004, -0.023], [-0.013, -0.026, 0.028], [0.028, 0.032, -0.010], [0.016, 0.038, 0.013], [-0.809, 0.142, 0.020], [0.931, -0.229, 0.009], [-0.427, 0.285, -0.122], [0.393, 0.166, -0.161], [-0.524, 0.006, 0.051], [0.593, -0.010, -0.055], [0.258, -0.186, 0.153], [-0.408, -0.083, 0.104], [0.005, -0.043, 0.024], [-0.008, -0.022, 0.009], [0.042, 0.019, -0.047], [-0.010, 0.023, -0.020]], "lowdin_charge": [-0.389, 0.680, -0.354, -0.300, -0.088, -0.152, -0.005, -0.013, -0.008, 0.048, 0.040, 0.045, 0.022, 0.017, 0.010, 0.102, 0.087, 0.140, 0.130, 0.085, -0.365, 0.028, 0.030, -0.382, 0.100, 0.027, 0.031, 0.109, 0.124, 0.120, 0.104, 0.087, -0.363, 0.022, 0.027, -0.387, 0.086, 0.029, 0.030, 0.104, 0.125, 0.117, 0.124, 0.100, -0.383, 0.023, 0.023, -0.366, 0.081, 0.023, 0.026, 0.123, 0.122, 0.107, 0.122, 0.089, -0.388, 0.024, 0.026, -0.379, 0.101, 0.020, 0.019, 0.120, 0.097, 0.122, 0.121, 0.101, -0.382, 0.024, 0.022, -0.367, 0.083, 0.027, 0.032, 0.123, 0.120, 0.093, 0.126]}

=====

Entry 3:
{"formula": "C26H30Cl40IN4", "method": "ωB97M-V with the def2-TZVPD basis set", "energy_ha": -19932.7428, "spin_multiplicity": 1, "lumo_energy_ha": -0.119, "charge": 1, "orbital_gap_ev": 8.117, "elements": ["C", "C", "C", "C", "C", "C", "C", "C", "C", "C", "I", "C", "N", "C", "C", "C", "C", "C", "N", "N", "N", "H", "H", "H", "H", "H", "H", "H", "H", "H", "H", "H", "H", "H", "H", "H", "H", "H", "H", "H", "H", "H", "H", "H", "H", "H", "H", "H", "H", "H", "H", "C", "Cl", "Cl", "Cl", "Cl", "C", "Cl", "Cl", "Cl", "Cl", "C", "Cl", "Cl", "Cl", "Cl", "C", "Cl", "Cl", "Cl", "Cl", "C", "Cl", "Cl", "Cl", "Cl", "C", "Cl", "Cl", "Cl", "Cl", "C", "Cl", "Cl", "Cl", "Cl", "C", "Cl", "Cl", "Cl", "Cl", "C", "Cl", "Cl", "Cl", "Cl", "C", "Cl", "Cl", "Cl", "Cl"], "positions_angstrom": [[4.6929, -3.5029, -2.8562], [3.1713, -3.5100, -3.1836], [2.5480, -2.0510, -3.2025], [1.7027, -1.8202, -1.9219], [2.5455, -1.7956, -0.5865], [0.7146, -0.6526, -1.9522], [-0.5622, -0.8896, -1.3511], [-0.9657, -2.2157, -0.6850], [-2.1029, -2.9497, -1.4730], [-2.1667, -4.4800, -1.1474], [-2.1143, -2.5539, -3.6064], [-1.5434, 0.0710, -1.3225], [-1.2828, 1.2793, -1.8401], [-0.1031, 1.6051, -2.3878], [-0.0064, 3.0531, -2.8774], [0.9326, 0.6703, -2.4878], [2.2467, 1.1174, -3.1312], [3.3809, 1.5498, -2.1002], [2.8835, 2.2626, -0.9434], [4.2661, 0.4677, -1.7516], [4.1885, 2.5739, -2.8729], [5.2149, -2.8046, -3.5273], [4.9146, -3.2256, -1.8131], [5.0732, -4.5313, -2.9846], [2.6296, -4.0562, -2.3964], [3.0740, -3.9444, -4.1874], [3.4015, -1.3699, -3.3143], [1.8744, -1.9364, -4.0705], [1.0893, -2.7304, -1.8289], [2.3394, -2.7251, -0.0202], [2.2696, -0.9601, 0.0722], [3.6187, -1.8247, -0.8026], [-1.4176, -1.9191, 0.2828], [-0.1144, -2.8581, -0.4359], [-3.0514, -2.5300, -1.0987], [-2.5745, -4.9886, -2.0308], [-1.1740, -4.8444, -0.8532], [-2.9139, -4.6098, -0.3469], [-2.5514, -0.1280, -0.8627], [-2.0270, 1.9719, -1.7888], [-0.9945, 3.5352, -2.7833], [0.2848, 3.0278, -3.9383], [0.6945, 3.6332, -2.2631], [2.0235, 2.0606, -3.6620], [2.6210, 0.4420, -3.9119], [2.3364, 3.0267, -1.3324], [2.2711, 1.6805, -0.3766], [4.7863, 0.1170, -2.5410], [4.8805, 0.7496, -0.9923], [4.0780, 2.3331, -3.8609], [5.1662, 2.3423, -2.7001], [-4.8450, 1.4882, 1.3233], [-3.4496, 0.9936, 0.3108], [-4.3714, 1.4761, 3.0191], [-5.3437, 3.1182, 0.8568], [-6.1727, 0.3603, 1.0661], [-0.0494, 4.1551, 1.2550], [-1.7912, 4.2334, 0.9314], [0.8151, 5.2076, 0.1316], [0.2587, 4.6606, 2.9131], [0.5090, 2.4868, 1.0310], [0.3402, 2.2463, 6.3145], [0.5415, 3.7957, 7.1377], [1.7681, 1.9235, 5.3054], [0.1497, 0.9624, 7.5124], [-1.0976, 2.3064, 5.2834], [-5.0813, 0.4062, 6.9724], [-5.3179, 0.4824, 8.7205], [-3.4293, 0.8991, 6.5670], [-5.3466, -1.2516, 6.4111], [-6.2297, 1.4892, 6.1702], [2.4825, -2.5209, 6.6182], [3.7949, -3.0445, 5.5502], [3.0506, -2.5184, 8.2917], [1.9670, -0.8869, 6.1698], [1.1151, -3.6344, 6.4604], [2.2598, 7.1534, -2.9405], [0.5212, 7.1963, -3.2815], [3.1173, 8.1570, -4.1110], [2.5563, 7.7610, -1.3063], [2.8481, 5.4820, -3.0485], [-5.5667, -5.8849, 0.9208], [-6.9563, -6.5837, 1.7554], [-5.7366, -4.1212, 0.8658], [-4.0835, -6.3064, 1.7911], [-5.4821, -6.5196, -0.7282], [8.2554, -0.8193, -3.0148], [8.5054, 0.7614, -2.2610], [9.6568, -1.2361, -3.9997], [8.0240, -2.0437, -1.7608], [6.8106, -0.7536, -4.0447], [-3.0624, 6.2951, 5.7057], [-1.7416, 5.8089, 4.6287], [-2.4919, 6.2879, 7.3789], [-3.6104, 7.9188, 5.2734], [-4.4028, 5.1505, 5.5342], [-8.7887, -4.7403, -2.3261], [-9.1216, -4.6852, -0.5900], [-7.1423, -4.1610, -2.6305], [-8.9405, -6.4040, -2.9030], [-9.9427, -3.7097, -3.1808]], "forces_ev_per_angstrom": [[-0.548, -0.378, 0.074], [0.362, 1.307, 0.317], [0.154, -0.804, 0.063], [0.410, 0.251, 0.091], [-0.312, -0.843, -0.045], [-0.672, 0.785, 0.039], [0.510, -0.758, 0.499], [-0.526, 0.701, -0.209], [-0.074, -0.454, 1.101], [-0.432, 1.029, -0.482], [0.095, -0.187, 0.280], [0.233, -0.647, -0.060], [-0.420, -0.358, 0.176], [0.383, 1.024, -0.387], [-0.473, -0.777, 0.092], [0.295, -1.380, 0.236], [-0.303, 0.776, 0.437], [1.130, 0.721, -1.755], [0.121, -0.739, -0.360], [-0.985, -0.320, 1.149], [-0.549, -0.586, -0.440], [-0.077, -0.461, 0.252], [-0.156, 0.065, -0.375], [0.074, 0.506, -0.093], [0.145, -0.373, -0.628], [-0.332, -0.167, 0.478], [-0.504, 0.030, 0.158], [0.318, -0.045, 0.224], [0.110, 0.491, -0.417], [-0.050, 0.421, -0.176], [0.363, -0.142, -0.289], [-0.425, 0.477, 0.128], [0.250, -0.329, -0.275], [-0.316, 0.134, -0.283], [0.299, 0.030, -0.615], [0.379, -0.194, 0.399], [-0.409, -0.166, -0.189], [0.575, -0.113, -0.088], [1.814, -0.214, -1.472], [0.300, 0.039, -0.075], [0.406, -0.132, -0.129], [-0.032, 0.389, 0.432], [-0.119, -0.150, -0.434], [0.116, -0.452, 0.209], [-0.151, -0.053, 0.518], [0.193, 0.120, 0.519], [0.246, 0.075, -0.236], [0.113, 0.116, -0.002], [-0.001, -0.050, -0.221], [0.068, 0.299, 0.117], [-0.128, 0.436, 0.223], [-0.256, 0.244, 0.265], [-1.255, 0.817, 1.383], [0.094, -0.033, -0.125], [0.088, -0.093, -0.036], [0.120, 0.013, -0.059], [-0.047, 0.156, 0.057], [0.066, -0.022, -0.020], [-0.042, -0.010, 0.077], [0.469, -0.236, -0.452], [-0.357, -0.066, 0.296], [0.028, 0.037, 0.155], [-0.005, -0.066, -0.114], [-0.189, 0.421, -0.032], [-0.479, 0.684, 0.198], [0.275, 0.076, -0.118], [-0.020, -0.103, 0.076], [0.036, 0.017, -0.121], [-0.362, -0.071, 0.095], [-0.009, 0.071, 0.002], [0.036, -0.018, 0.041], [0.009, -0.014, -0.029], [-0.055, 0.007, 0.044], [-0.035, 0.008, -0.094], [0.643, -1.090, -0.196], [0.053, 0.045, 0.000], [0.058, -0.005, -0.062], [0.046, -0.036, 0.034], [-0.072, -0.080, 0.077], [-0.028, 0.005, -0.071], [0.067, 0.048, 0.043], [-0.066, -0.138, -0.004], [0.106, 0.050, -0.043], [0.066, 0.010, 0.013], [-0.051, 0.038, -0.024], [0.029, -0.023, 0.160], [0.192, -0.024, 0.099], [-0.065, -0.063, -0.035], [-0.134, 0.036, 0.051], [-0.033, 0.074, -0.064], [0.082, 0.111, -0.135], [-0.011, 0.069, 0.105], [-0.492, 0.227, 0.267], [-0.031, -0.021, -0.092], [0.028, -0.104, 0.012], [0.077, 0.000, -0.002], [-0.075, -0.026, -0.029], [0.021, 0.003, -0.080], [-0.088, 0.093, -0.077], [0.031, 0.083, 0.041], [0.070, -0.049, 0.044]], "lowdin_charge": [-0.122, -0.205, -0.161, -0.287, -0.029, -0.027, -0.208, -0.174, -0.714, -0.138, 0.874, -0.160, 0.124, -0.194, 0.000, -0.056, -0.047, -0.619, 0.091, 0.096, 0.062, 0.012, 0.055, 0.080, 0.103, 0.107, 0.070, 0.117, 0.103, 0.085, 0.078, 0.052, 0.134, 0.101, 0.065, 0.048, 0.082, 0.027, -0.002, 0.147, 0.097, 0.103, 0.018, 0.094, 0.116, 0.011, -0.005, 0.017, 0.101, 0.067, 0.067, -1.984, 0.625, 0.534, 0.549, 0.567, -1.977, 0.524, 0.552, 0.510, 0.591, -1.996, 0.545, 0.496, 0.511, 0.462, -2.039, 0.545, 0.463, 0.524, 0.507, -2.030, 0.518, 0.536, 0.448, 0.520, -2.043, 0.515, 0.548, 0.520, 0.523, -2.041, 0.538, 0.492, 0.535, 0.518, -2.036, 0.528, 0.553, 0.541, 0.541, -2.031, 0.449, 0.530, 0.539, 0.513, -2.046, 0.509, 0.481, 0.531, 0.533]}